Here is 2 unconnected molecules or ions with the total composition C6H14O from OMol25. Energies are from the ωB97M-V functional and the def2-TZVPD basis.

Last column: natural (NBO) charge in e.
Geometry (Å):
C1 -2.0163 -0.8188 1.3873  -0.40
C2 -1.0971 -0.5466 0.4666  0.02
C3 -1.4525 -0.2976 -0.9687  -0.66
C4 0.3594 -0.8679 0.7937  -0.43
C5 1.3856 0.0476 0.0570  -0.41
C6 1.9680 -0.5556 -1.2135  -0.61
H1 -3.0911 -0.8240 1.2496  0.19
H2 -1.7129 -1.0977 2.3863  0.19
H3 -1.0987 -1.0871 -1.6307  0.22
H4 -1.1191 0.6834 -1.3197  0.21
H5 -2.5344 -0.2579 -1.1169  0.22
H6 0.4563 -0.7416 1.8715  0.21
H7 0.5655 -1.9035 0.5131  0.21
H8 0.8607 0.9762 -0.1374  0.21
H9 2.1248 0.3051 0.8079  0.20
H10 2.3069 0.2678 -1.8392  0.21
H11 2.7623 -1.2916 -1.0957  0.21
H12 1.1637 -1.0865 -1.7290  0.20
O1 0.2275 3.1506 0.1843  -0.94
H13 0.4127 3.4494 1.0772  0.47
H14 -0.4715 2.4963 0.2561  0.47

Values from the calculation:
* 2S+1: 1
* energy: -312.21197 hartree
* HOMO energy: -9.39 eV
* SMILES string: C=C(C)CCC.O

---

Here is a molecular structure, CH2FKMgO from OMol25. Energies are from the ωB97M-V functional and the def2-TZVPD basis.

Last column: natural (NBO) charge in e.
Geometry (Å):
C1 -0.1680 -0.3738 -0.5966  0.27
O1 0.1764 0.9428 0.1132  -1.15
Mg1 -1.5332 1.7362 0.7061  0.09
K1 1.6445 0.3221 1.8626  0.94
F1 0.7007 -1.2735 0.2046  -0.47
H1 0.2373 -0.3369 -1.6198  0.15
H2 -1.0578 -1.0169 -0.6701  0.17

Values from the calculation:
* 2S+1: 1
* energy: -1014.38879 hartree
* HOMO energy: -5.01 eV

---

Here is a molecular structure, C8H10F6N2O4PtS2Se from OMol25. Energies are from the ωB97M-V functional and the def2-TZVPD basis.

Last column: natural (NBO) charge in e.
Geometry (Å):
Pt1 -0.2814 0.3470 -0.1530  0.67
F1 -4.0644 -0.1729 3.2271  -0.30
C1 -3.6197 -1.3456 2.7860  0.76
F2 -3.1444 -2.0467 3.8065  -0.30
F3 -4.6147 -2.0109 2.2200  -0.29
S1 -2.3047 -1.0121 1.5325  2.19
O1 -1.2326 -0.2225 2.1266  -0.94
O2 -2.9585 -0.3090 0.4704  -0.92
N1 -1.8388 -2.4690 1.1855  -1.20
S2 -0.6764 -2.5779 0.1355  2.19
O3 0.5872 -2.0442 0.6077  -0.94
O4 -1.0115 -2.0908 -1.1822  -0.93
C2 -0.5107 -4.4135 0.0210  0.76
F4 -0.2081 -4.9320 1.2032  -0.29
F5 -1.6333 -4.9532 -0.4225  -0.29
F6 0.4739 -4.6761 -0.8383  -0.30
C3 2.9818 1.3348 -2.7356  -0.60
C4 2.3750 1.1954 -1.3366  -0.22
C5 3.0018 -0.0404 -0.6183  -0.58
C6 2.6551 2.4401 -0.4952  -0.60
C7 0.9575 0.7654 -1.4449  0.14
H1 4.0476 1.5487 -2.6562  0.22
H2 2.5163 2.1554 -3.2809  0.23
H3 2.8640 0.4187 -3.3137  0.21
H4 4.0623 0.1858 -0.4947  0.24
H5 2.9080 -0.9529 -1.2043  0.22
H6 2.5610 -0.2051 0.3642  0.24
H7 3.7364 2.5685 -0.4463  0.22
H8 2.2729 2.3307 0.5208  0.23
H9 2.2256 3.3308 -0.9383  0.24
H10 0.6668 0.3831 -2.4347  0.18
Se1 -1.1303 2.5074 0.2797  0.12
C8 -0.3635 3.6152 -0.9703  -0.01
N2 0.1066 4.3589 -1.7148  -0.36

Values from the calculation:
* 2S+1: 1
* energy: -4637.49620 hartree
* HOMO energy: -9.23 eV

---

Here is C6H6N2 in the gas phase from OMol25. Energies are from the ωB97M-V functional and the def2-TZVPD basis.

Last column: natural (NBO) charge in e.
Geometry (Å):
C1 0.6963 1.6177 -1.1961  -0.33
C2 -0.3310 0.8861 -0.7395  -0.21
C3 -0.3629 -0.1460 0.3855  -0.20
C4 0.6943 -1.3321 0.2758  -0.58
C5 -0.2154 0.5991 1.6684  0.27
N1 -0.2236 1.3003 2.5494  -0.27
C6 -1.7628 -1.0158 0.4213  0.29
N2 -2.6644 -1.7348 0.3760  -0.31
H1 0.6322 2.2629 -2.0461  0.22
H2 1.6543 1.6770 -0.6820  0.19
H3 -1.0938 0.7970 -1.5443  0.23
H4 0.5998 -2.1199 0.9677  0.24
H5 0.6736 -1.8362 -0.7111  0.23
H6 1.7033 -0.9554 0.2751  0.22

Values from the calculation:
* 2S+1: 1
* energy: -341.65125 hartree
* HOMO energy: -10.97 eV
* SMILES string: C=CC(C)(C#N)C#N

---

Here is C5H10FNO in the gas phase from OMol25. Energies are from the ωB97M-V functional and the def2-TZVPD basis.

Last column: natural (NBO) charge in e.
Geometry (Å):
C1 -0.4465 -0.1740 1.4227  -0.63
C2 0.1031 0.2368 0.0874  0.05
C3 1.6152 0.4963 0.2423  -0.59
C4 -0.5747 1.4880 -0.4565  -0.59
N1 -0.0273 -0.7804 -0.9126  -0.06
F1 1.2211 -1.2754 -1.2574  -0.24
C5 -0.9881 -1.7557 -1.1712  0.51
O1 -2.1030 -1.6623 -0.7543  -0.57
H1 -1.5630 0.1383 1.6954  0.24
H2 -0.5103 -1.3983 1.3205  0.22
H3 0.2292 -0.0253 2.3221  0.23
H4 2.0629 0.9410 -0.7479  0.22
H5 2.1831 -0.4480 0.5314  0.24
H6 1.6023 1.3123 0.9533  0.21
H7 0.0245 1.9243 -1.1574  0.21
H8 -1.5755 1.2567 -0.7998  0.23
H9 -0.6385 2.2898 0.3448  0.21
H10 -0.6144 -2.5640 -1.6629  0.14

Values from the calculation:
* 2S+1: 1
* energy: -426.25649 hartree
* HOMO energy: -9.73 eV
* SMILES string: CC(C)(C)N(F)C=O

---

Here is a molecular structure, C5H6O4Sm from OMol25. Energies are from the ωB97M-V functional and the def2-TZVPD basis.

Last column: Löwdin spin population.
Geometry (Å):
O1 2.8368 1.1873 -0.7742  0.05
C1 2.1803 0.4332 -0.0156  0.02
O2 2.7138 -0.1982 0.9303  0.06
O3 0.8678 0.3126 -0.2488  0.01
C2 0.0701 -0.3088 0.7427  0.00
C3 -1.3946 -0.2782 0.2967  0.00
Sm1 5.3291 0.7847 0.3985  6.86
H1 0.1943 0.1949 1.7092  0.00
H2 0.3421 -1.3667 0.8520  0.00
H3 -2.0052 -0.7528 1.0833  0.00
H4 -1.5306 -1.7236 -1.3084  0.00
C4 -1.7984 1.2009 0.0274  0.00
C5 -1.7576 -0.6631 -1.1396  0.00
O4 -2.0912 2.2774 0.0362  0.00
H5 -2.8326 -0.8973 -0.6829  0.00
H6 -1.1243 -0.2022 -1.9066  0.00

Values from the calculation:
* 2S+1: 8
* charge: +1
* <S²>: 15.76
* energy: -1152.65855 hartree
* HOMO energy (spin up / spin down): -7.93 / -12.78 eV

---

Here is C5H8 in the gas phase from OMol25. Energies are from the ωB97M-V functional and the def2-TZVPD basis.

Last column: natural (NBO) charge in e.
Geometry (Å):
C1 -0.5105 0.9385 -0.8283  -0.19
C2 0.8100 0.8021 -0.7346  -0.19
C3 1.1906 -0.3000 0.2269  -0.44
C4 -0.1649 -0.6717 0.8776  -0.39
C5 -1.2328 -0.1805 -0.1180  -0.44
H1 -1.0278 1.7550 -1.3190  0.21
H2 1.5435 1.4211 -1.2449  0.21
H3 1.6744 -1.1594 -0.2574  0.21
H4 1.9037 0.0852 0.9651  0.21
H5 -0.2506 -1.7372 1.1110  0.21
H6 -0.2776 -0.1155 1.8155  0.20
H7 -1.4857 -0.9682 -0.8445  0.20
H8 -2.1722 0.1307 0.3508  0.21

Values from the calculation:
* 2S+1: 1
* energy: -195.28959 hartree
* HOMO energy: -9.05 eV
* SMILES string: C1=CCCC1

---

Here is a molecular structure, C47H65ClF27IN2O20P from OMol25. Energies are from the ωB97M-V functional and the def2-TZVPD basis.

Last column: Mulliken charge in e.
Geometry (Å):
C1 -4.2243 -6.9815 1.4335  -0.90
C2 -2.6284 -7.0780 1.0690  -0.79
C3 -2.0425 -5.6317 0.5228  0.61
Cl1 -2.1574 -5.8456 -1.3442  -0.11
C4 -0.8664 -4.8722 1.2175  -3.50
I1 -1.8178 -5.0811 3.2716  0.41
C5 -1.0681 -3.2426 1.0251  0.06
C6 -1.5034 -2.7772 -0.4481  -1.24
O1 -2.9706 -2.8558 -0.6632  -0.07
C7 -3.6121 -1.6665 -0.2123  0.70
C8 -3.8173 -0.3179 -1.0632  -0.82
O2 -4.1226 -1.6680 0.9606  -0.55
C9 -0.0699 -2.3052 1.8583  2.55
C10 -0.6977 -1.6963 3.2550  -0.70
N1 0.0806 -0.6271 3.9083  -0.40
C11 0.3449 -0.8933 1.1175  -0.99
C12 -0.7982 0.2117 1.0325  -0.02
F1 -0.4914 1.4481 1.7596  -0.32
C13 1.3042 -3.0170 2.1557  -2.19
N2 1.4956 -4.5167 2.2144  1.35
C14 3.0309 -4.5171 2.0193  -1.02
O3 3.7259 -5.6853 2.4645  -0.01
O4 4.8436 -5.3331 3.1516  -0.46
P1 1.5398 -4.9064 3.9593  0.38
O5 1.1660 -6.2527 4.5216  -0.69
C15 0.7099 -5.3563 1.2392  2.07
C16 0.5935 -6.9275 1.5570  -1.15
C17 1.8190 -7.8986 1.7053  -0.05
O6 2.4183 -8.2660 2.7538  -0.48
F2 2.2694 -8.6539 0.5448  -0.29
C18 1.3425 -5.3737 -0.2645  0.72
F3 0.6959 -6.2433 -1.1900  -0.26
F4 2.6518 -6.0200 -0.3721  -0.33
C19 1.5790 -3.9933 -1.0246  0.52
F5 2.9769 -3.7176 -1.3454  -0.33
F6 1.0399 -4.1280 -2.3725  -0.29
H1 -4.5204 -5.9587 1.8550  0.30
H2 -4.4252 -7.7440 2.2880  0.31
H3 -4.8736 -7.3040 0.5544  0.15
H4 -2.6433 -7.8342 0.1809  0.49
H5 -2.0098 -7.6091 1.8475  0.36
H6 -2.9879 -4.9535 0.7231  0.35
H7 -2.0860 -3.0400 1.5680  0.79
H8 -1.2779 -1.7044 -0.7612  0.22
H9 -1.0656 -3.4002 -1.3131  0.11
H10 -4.8703 0.0749 -0.7712  0.41
H11 -3.0805 0.4925 -0.7370  0.02
H12 -3.8592 -0.4838 -2.1998  0.29
H13 -1.7749 -1.2886 3.0916  0.46
H14 -0.8290 -2.4816 4.0777  0.18
H15 1.0818 -0.6012 3.7399  0.20
H16 -0.3792 0.2818 3.9778  0.34
H17 1.2800 -0.4158 1.6158  0.57
H18 0.6927 -1.0740 0.0214  0.41
H19 -1.8693 -0.1617 1.2749  0.15
H20 -0.8792 0.5683 -0.0711  -0.25
H21 2.0860 -2.5224 1.4447  0.35
H22 1.6331 -2.5951 3.1936  0.50
H23 3.4091 -4.1737 1.0096  0.49
H24 3.4507 -3.6883 2.7297  0.64
H25 4.7386 -5.6811 4.0791  0.36
H26 0.6393 -3.9549 4.6001  0.24
H27 2.7961 -4.5636 4.6213  0.19
H28 -0.0366 -7.4733 0.7398  0.60
H29 -0.0289 -7.1891 2.5043  0.63
H30 1.1956 -3.0420 -0.5476  -0.21
C20 -0.5018 4.4818 1.9674  -0.91
C21 -1.3648 4.9128 0.7987  -0.12
O7 -2.2549 5.9703 1.1895  -0.40
C22 -1.7265 7.2145 1.1963  0.23
O8 -0.5846 7.4689 0.9064  -0.53
C23 -2.7892 8.2419 1.5806  1.08
F7 -3.5348 7.8494 2.6377  -0.28
F8 -3.6562 8.4725 0.5669  -0.26
F9 -2.2653 9.4375 1.9130  -0.26
H31 -1.1237 4.2098 2.8248  0.28
H32 0.1173 3.6252 1.6948  0.16
H33 0.1540 5.2921 2.2947  0.39
H34 -1.9917 4.0776 0.4769  0.20
H35 -0.7600 5.2116 -0.0624  0.41
C24 3.2998 6.0284 -2.9329  -1.19
C25 2.8201 4.9878 -3.9247  -0.10
O9 2.4523 3.7741 -3.2473  -0.35
C26 1.2182 3.7542 -2.7022  0.24
O10 0.4389 4.6728 -2.7481  -0.55
C27 0.9414 2.3963 -2.0611  1.12
F10 1.9813 1.9443 -1.3239  -0.28
F11 0.6904 1.4420 -2.9857  -0.31
F12 -0.1262 2.4165 -1.2351  -0.24
H36 4.1122 5.6288 -2.3192  0.29
H37 3.6556 6.9208 -3.4521  0.40
H38 2.4993 6.3218 -2.2493  0.31
H39 3.6318 4.7316 -4.6096  0.41
H40 1.9913 5.3603 -4.5329  0.23
C28 7.7351 -6.9141 2.8441  -0.93
C29 8.9232 -6.3888 3.6247  -0.32
O11 10.0010 -6.0520 2.7385  -0.30
C30 9.9175 -4.8423 2.1418  0.36
O12 9.0104 -4.0643 2.3082  -0.52
C31 11.1460 -4.5921 1.2695  0.88
F13 11.4749 -5.6642 0.5165  -0.24
F14 12.2360 -4.2978 2.0115  -0.25
F15 10.9769 -3.5650 0.4137  -0.24
H41 8.0325 -7.7532 2.2095  0.36
H42 6.9449 -7.2465 3.5212  0.32
H43 7.3250 -6.1462 2.1842  0.23
H44 9.2976 -7.1677 4.2929  0.33
H45 8.6507 -5.5328 4.2486  0.31
C32 -6.4673 9.2233 1.6092  -0.82
C33 -6.1875 10.6769 1.9325  -0.20
O13 -7.3819 11.4642 1.8012  -0.32
C34 -8.2240 11.4410 2.8582  0.38
O14 -8.0304 10.8095 3.8669  -0.50
C35 -9.4214 12.3547 2.6053  0.84
F16 -9.9353 12.2064 1.3641  -0.24
F17 -9.0916 13.6598 2.7282  -0.25
F18 -10.4360 12.1344 3.4642  -0.24
H46 -6.9227 9.1304 0.6192  0.29
H47 -5.5478 8.6409 1.6297  0.07
H48 -7.1689 8.7871 2.3244  0.33
H49 -5.4658 11.0800 1.2179  0.32
H50 -5.7528 10.7929 2.9294  0.33
C36 -0.6554 1.2272 -8.1860  -1.07
C37 0.7707 1.5884 -8.5495  -0.20
O15 0.8828 2.9940 -8.8237  -0.34
C38 1.0047 3.7987 -7.7459  0.40
O16 1.0178 3.4087 -6.6041  -0.46
C39 1.1639 5.2535 -8.1823  0.84
F19 0.2944 5.6020 -9.1547  -0.24
F20 2.4002 5.4984 -8.6698  -0.26
F21 0.9718 6.1248 -7.1713  -0.23
H51 -1.3463 1.5576 -8.9663  0.31
H52 -0.7587 0.1474 -8.0568  0.36
H53 -0.9635 1.7176 -7.2594  0.29
H54 1.0603 1.0664 -9.4644  0.32
H55 1.4757 1.2869 -7.7697  0.28
C40 5.5130 6.3732 3.2154  -1.16
C41 5.0216 5.3390 2.2231  -0.14
O17 4.6350 4.1307 2.8998  -0.32
C42 3.3981 4.1277 3.4425  0.36
O18 2.6323 5.0570 3.3938  -0.50
C43 3.1008 2.7728 4.0831  0.89
F22 4.1324 2.3084 4.8212  -0.26
F23 2.8391 1.8219 3.1529  -0.26
F24 2.0330 2.8062 4.9041  -0.25
H56 6.3180 5.9628 3.8312  0.30
H57 5.8826 7.2603 2.6965  0.38
H58 4.7150 6.6782 3.8965  0.32
H59 5.8312 5.0706 1.5404  0.33
H60 4.1992 5.7229 1.6127  0.27
C44 -6.3277 -5.6173 -6.4246  -1.12
C45 -5.6134 -4.5489 -5.6219  -0.20
O19 -6.0676 -4.5512 -4.2582  -0.30
C46 -5.5002 -5.4713 -3.4480  0.33
O20 -4.6650 -6.2659 -3.8035  -0.53
C47 -6.0365 -5.3291 -2.0270  0.92
F25 -7.3769 -5.1724 -1.9906  -0.26
F26 -5.5097 -4.2553 -1.3952  -0.23
F27 -5.7597 -6.3990 -1.2574  -0.25
H61 -7.4116 -5.4978 -6.3445  0.31
H62 -6.0434 -5.5630 -7.4777  0.37
H63 -6.0893 -6.6166 -6.0530  0.31
H64 -5.8500 -3.5632 -6.0295  0.33
H65 -4.5270 -4.6654 -5.6702  0.30

Values from the calculation:
* 2S+1: 1
* charge: +1
* energy: -7239.24227 hartree
* HOMO energy: -12.10 eV